Here is a molecular structure, C17H28CoN6O6Se at a distorted geometry from OMol25. Energies are from ωB97M-V/def2-TZVPD.

Values from the calculation:
Kohn-Sham gap (alpha / beta) = 6.62 / 6.38 eV
Multiplicity = 4
Energy above the lowest of the compared OMol25 structures with the same formula, charge and spin = 30.6 kcal per mole
⟨S²⟩ = 3.87

Element x y z (Å)
Se -1.86422 1.37855 -1.75025
Co 0.55293 -0.55976 0.18111
O -0.92467 0.39496 2.53729
O 3.79891 -1.05068 -0.10532
O 1.74321 -2.28484 -0.74366
O -0.83440 -2.07561 -1.82863
O 0.92956 -0.40953 -2.64991
O 0.46493 2.11413 1.50607
N -0.76956 -1.63512 -0.56909
N -0.83507 -0.45287 1.50955
N -4.28465 2.77027 -2.48439
N 0.89316 1.35028 0.55660
N 1.17397 0.07026 -1.49521
N -3.84019 2.93734 -0.36275
C -5.01869 3.65535 -0.58201
C -6.33476 4.26716 -2.53092
C -1.89577 -1.28982 1.39011
C 2.01705 1.15542 -1.42897
C -3.18781 2.78423 0.92143
C -5.76319 4.45899 0.27431
C 2.10979 -1.11673 1.38635
C 2.97189 1.37944 -2.53047
C -3.37244 2.37694 -1.53395
C 1.81881 1.92169 -0.26690
C -2.69837 -3.14383 -0.23267
C -1.78193 -2.07174 0.21477
C -7.10836 5.07495 -1.68193
C -6.82712 5.16904 -0.30094
C -5.29591 3.55951 -1.94099
C 2.44464 3.20534 0.13549
C -3.06251 -1.29650 2.31352
H -4.19112 2.51132 -3.46352
H -7.94565 5.65106 -2.08619
H 2.03038 -0.65305 2.36313
H 2.70914 -1.94411 -0.62030
H -0.13552 -1.50273 -2.30334
H -3.09849 -3.69687 0.62686
H -3.00946 -2.12790 3.02811
H -2.16210 -3.84281 -0.88328
H -3.54565 -2.72533 -0.79370
H 3.22623 -0.88332 0.88898
H 2.96224 3.11282 1.09891
H -2.10972 2.95627 0.81925
H 2.43555 1.42842 -3.48427
H -3.63058 3.51831 1.60172
H -3.98851 -1.44589 1.74502
H 1.70398 4.00671 0.24316
H 3.18459 3.52770 -0.60071
H -0.30515 1.21678 2.21380
H 3.68373 0.54427 -2.56857
H -6.50441 4.16961 -3.60270
H 3.53480 2.30587 -2.37866
H -7.45236 5.81158 0.32134
H 4.67908 -1.43322 0.08125
H 1.69553 -3.20534 -1.03063
H -5.49702 4.50597 1.32634
H 2.04449 -2.20528 1.42665
H -3.33205 1.77125 1.32449
H -3.15275 -0.36737 2.88301



Here is a molecular structure, C17H28CsFN3NbO at a distorted geometry from OMol25. Energies are from ωB97M-V/def2-TZVPD.

Values from the calculation:
Kohn-Sham gap (alpha / beta) = 7.26 / 7.26 eV
Charge = +2
Energy above the lowest of the compared OMol25 structures with the same formula, charge and spin = 1.6 kcal per mole

Element x y z (Å)
Cs -0.50360 -3.51422 -1.38059
Nb -0.15980 0.11153 0.13598
F -1.71217 -4.47703 4.14903
O 3.65491 -1.73774 -0.44884
N 0.52048 1.78246 0.95139
N 1.42673 -0.86422 -0.62523
N -1.00172 0.38761 -1.63224
C -1.91254 -1.57288 1.94816
C 0.26316 -2.65167 1.69490
C 1.78924 2.51471 0.97435
C -2.31885 0.72328 -1.02773
C 2.36838 2.58478 -0.42999
C 1.60999 3.93861 1.50850
C -0.68578 2.36475 -3.05391
C -0.09511 -3.61725 2.64701
C 0.48935 0.20829 -3.57632
C -1.97495 0.45221 -3.87815
C -0.41817 2.02284 2.07291
C -0.63823 -1.63350 1.35167
C -2.27180 -2.52827 2.90822
C 2.54543 -1.33757 -0.52629
C 2.76386 1.77384 1.89109
C -0.77816 0.83589 -3.00761
C -1.35160 -3.52357 3.21712
H -1.20754 1.24862 2.09013
H -2.27929 0.58182 0.08667
H -3.12122 0.06078 -1.39073
H 0.37467 -0.87920 -3.70838
H 0.15141 2.73826 -2.45018
H 3.72842 2.30060 1.92915
H 0.84666 4.48723 0.94773
H 2.96180 0.75715 1.53035
H -0.53170 2.68292 -4.09824
H -2.59959 -0.75252 1.71858
H 1.70022 3.12075 -1.11394
H 3.32978 3.11805 -0.39842
H 1.33851 3.95813 2.57032
H 2.56272 1.59128 -0.84518
H 1.36834 0.38520 -2.94538
H -0.93177 2.99201 1.96696
H -1.75705 0.70022 -4.92679
H 2.55722 4.48896 1.40535
H -3.23070 -2.47364 3.41688
H -2.19638 -0.61965 -3.81179
H -2.60650 1.76333 -1.23240
H 0.62360 -4.38377 2.94506
H 0.08989 1.98968 3.05032
H 0.69517 0.64476 -4.56815
H 2.36295 1.68927 2.90858
H -1.61769 2.81367 -2.68204
H -2.86600 1.01906 -3.58286
H 1.29075 -2.64481 1.30587



Here is a molecular structure, C17H28IrN4O2SSi at a distorted geometry from OMol25. Energies are from ωB97M-V/def2-TZVPD.

Values from the calculation:
Kohn-Sham gap (alpha / beta) = 5.30 / 6.43 eV
Charge = +1
Multiplicity = 5
⟨S²⟩ = 6.02

Element x y z (Å)
Ir 0.17370 0.37948 -0.50374
S 0.76483 -0.34294 1.50118
Si -0.92700 -2.06225 4.05694
O -0.53480 0.10210 -2.29877
O -0.46982 3.00640 -1.49931
N 1.45717 4.22879 -1.37078
N 3.37341 1.09925 0.30290
N 1.41564 1.89802 -0.86624
N -1.36284 -0.71588 0.17907
C -0.23570 -0.32781 4.61240
C 0.23849 -3.55702 3.96604
C 1.29415 -1.41005 -3.21923
C -1.30370 -1.60242 -3.72493
C 2.80631 4.17349 -1.42198
C -2.46220 -1.28513 -0.36375
C -0.06697 -0.74083 -3.45281
C -2.58319 -2.25239 5.01998
C -1.55555 -1.85544 2.24932
C 2.76817 2.00346 -0.48018
C 0.63296 5.48733 -1.40031
C -2.70822 -2.47249 1.68716
C -0.02114 0.22593 -4.56918
C 3.54626 3.11202 -1.01498
C 0.71922 3.03226 -1.35248
C -0.87586 -0.97619 1.39835
C -3.12131 -2.24326 0.37015
H -3.97508 -2.79099 -0.02852
H 0.32821 -4.02588 2.96065
H -0.59308 -0.12423 5.59330
H -0.64792 0.44600 3.99660
H 3.30786 5.08101 -1.65692
H -1.28429 -2.20243 -4.63824
H -2.74928 -0.86430 -1.24995
H 1.19245 -2.22544 -2.48761
H 4.61407 3.21807 -0.71638
H -0.00016 5.49362 -2.30459
H 1.01726 0.70882 -4.54631
H 0.81053 -0.14342 4.58963
H -0.00902 -4.35210 4.67420
H 0.05201 5.42798 -0.44572
H 1.25135 -3.25871 4.24764
H 1.29702 6.34424 -1.38005
H -3.28359 -3.16284 2.20031
H 1.99592 -0.67636 -2.72208
H -2.19858 -0.95243 -3.84820
H -1.46317 -2.33898 -2.89596
H -2.91177 -3.24774 4.94476
H -3.35182 -1.59337 4.60934
H 1.79359 -1.86699 -4.04237
H 4.31058 1.25772 0.66723
H 2.96775 0.17735 0.60362
H -2.45100 -1.99591 6.06304
H -0.81805 0.99640 -4.41085
H -0.16383 -0.23351 -5.58140



Here is a molecular structure, C17H28IrN7Se4Te from OMol25. Energies are from ωB97M-V/def2-TZVPD.

Values from the calculation:
Kohn-Sham gap (alpha / beta) = 5.45 / 5.30 eV
Charge = +2
Multiplicity = 5
Energy above the lowest of the compared OMol25 structures with the same formula, charge and spin = 28.3 kcal per mole
⟨S²⟩ = 6.06

Element x y z (Å)
Ir 0.21219 -0.10150 -0.28460
Te 3.65098 0.77635 2.07035
Se -0.12912 0.21491 2.21496
Se -3.11926 -3.56798 0.21045
Se 2.73555 1.02686 -0.14930
Se 1.80555 -0.39708 3.27509
N -5.75146 -0.39036 0.22726
N -1.91141 -2.19824 -0.00633
N -1.85989 -4.83592 0.33603
N -0.22970 2.02069 -0.36296
N 0.42374 -2.06849 -0.13908
N 1.83665 4.31842 -0.88973
N -3.12192 0.76667 -0.06885
C -3.83765 0.81600 1.20344
C 1.62634 -2.73527 -0.13565
C -0.73104 -2.78022 0.01483
C 0.03040 2.78870 -1.58845
C 0.03826 -0.59235 -5.11179
C -0.98834 -0.71816 -2.94164
C 0.38274 4.23605 -1.30742
C -5.02225 -0.46509 -1.09011
C 1.26711 0.04832 -3.14711
C -1.05522 -0.89638 -4.31623
C 0.56178 -4.85810 0.23887
C -4.79942 -0.34682 1.39566
C 0.16928 -0.23435 -2.31707
C 1.71274 -4.08383 0.05498
C -0.68813 -4.22500 0.20588
C -4.05539 0.70790 -1.18648
C 1.20300 -0.12177 -4.52204
H -4.26706 -1.29813 1.40163
H 2.68780 -4.54846 0.04842
H -4.48684 -1.41630 -1.09535
H -1.83759 -1.00616 -2.33247
H -2.54885 -0.07966 -0.07784
H -3.50194 0.61234 -2.12025
H -3.12358 0.79470 2.02739
H 0.38397 2.31241 0.39311
H 0.61463 -5.92585 0.38836
H -1.95654 -1.28820 -4.76735
H 2.07045 3.64112 -0.14662
H -5.77040 -0.46518 -1.88152
H 2.49581 -2.12414 -0.32355
H 2.20632 0.37662 -2.71779
H 2.08847 5.25535 -0.56393
H -1.19849 2.12752 -0.05234
H -0.83669 2.72393 -2.24279
H -4.38117 1.76445 1.26327
H 0.27825 4.85988 -2.19384
H 2.06989 0.08750 -5.13420
H -0.20853 4.66507 -0.49917
H -5.39355 -0.26163 2.30397
H 2.45168 4.08580 -1.67690
H -0.00834 -0.74068 -6.18118
H -4.61392 1.64822 -1.22945
H 0.85200 2.31573 -2.12769
H -6.38923 -1.18425 0.32284
H -6.32956 0.45551 0.23818